Record 1
Computed, not measured: a molecular structure, C14H14N2OPt, with wB97M-V/def2-TZVPD.

Computed properties:
Charge: +2
Multiplicity: 5

Each line ends with the Mulliken charge.
Element x y z (Å)
Pt -0.11 1.15 -0.65  0.848
N -0.11 2.89 3.19  -0.357
C -0.17 2.57 1.91  0.700
O 0.05 1.39 1.53  -0.704
C -0.53 3.62 0.89  -0.497
C 0.13 3.31 -0.43  -0.904
H 0.08 2.17 3.87  0.260
H -0.28 3.83 3.51  0.221
H -0.25 4.62 1.22  0.421
H -1.62 3.62 0.79  0.330
H 1.23 3.36 -0.43  0.365
H -0.31 3.78 -1.31  0.440
C 3.56 -1.38 -0.62  -0.682
C 3.03 -2.65 -0.62  -0.489
C 1.65 -2.80 -0.64  -0.698
C 0.83 -1.68 -0.67  1.238
N 1.38 -0.43 -0.67  -0.376
C 2.70 -0.28 -0.65  0.084
C -0.61 -1.74 -0.70  0.826
C -1.33 -2.96 -0.68  -0.646
C -2.69 -2.93 -0.74  -0.740
C -3.39 -1.69 -0.83  -0.438
C -2.72 -0.48 -0.84  -0.677
C -1.34 -0.48 -0.76  0.058
H 4.63 -1.21 -0.61  0.424
H 3.68 -3.52 -0.60  0.474
H 1.22 -3.79 -0.64  0.357
H 3.08 0.73 -0.66  0.432
H -0.82 -3.91 -0.63  0.385
H -3.25 -3.85 -0.74  0.450
H -4.47 -1.70 -0.88  0.431
H -3.27 0.45 -0.91  0.463

Record 2
Computed, not measured: 6 unconnected molecules or ions with the total composition C21H47BrF2N6O7S, with wB97M-V/def2-TZVPD.

Computed properties:
Charge: 0
SMILES string: CC[C@H](Br)N(C[C@H](C)F)S(=O)(=O)F.CNC(C)=O.CNC(C)=O.CNC(C)=O.CNC(C)=O.CNC(C)=O

Each line ends with the Mulliken charge.
Element x y z (Å)
C 5.39 3.71 -0.80  -1.095
C 4.79 4.06 -2.16  -0.792
C 3.29 3.81 -2.11  -0.400
Br 2.50 3.79 -3.93  -0.120
N 2.53 4.65 -1.19  0.253
C 1.14 4.21 -0.97  -1.263
C 1.11 2.82 -0.32  0.847
C 0.63 1.67 -1.20  -0.931
F 0.28 2.91 0.81  -0.464
S 2.70 6.29 -1.37  1.098
O 3.05 6.66 -2.69  -0.524
O 1.66 6.93 -0.65  -0.630
F 4.00 6.47 -0.52  -0.226
H 6.41 4.07 -0.71  0.428
H 5.41 2.62 -0.68  0.346
H 4.81 4.13 0.02  0.230
H 5.17 3.34 -2.89  0.522
H 5.02 5.05 -2.54  0.357
H 3.16 2.78 -1.77  0.459
H 0.54 4.28 -1.89  0.493
H 0.68 4.88 -0.25  0.514
H 2.12 2.61 0.04  0.049
H 1.26 0.79 -1.10  0.257
H -0.39 1.42 -0.91  0.279
H 0.59 1.98 -2.25  0.288
C -0.43 -4.16 -3.32  -1.012
N -0.81 -3.01 -2.51  0.010
C -0.45 -1.71 -2.67  0.939
C 0.46 -1.38 -3.83  -1.724
O -0.85 -0.85 -1.90  -0.449
H -1.32 -4.64 -3.75  0.314
H 0.10 -4.89 -2.72  0.305
H 0.21 -3.84 -4.14  0.374
H -1.41 -3.18 -1.72  0.173
H 0.66 -0.31 -3.81  0.261
H 1.41 -1.91 -3.74  0.434
H 0.00 -1.64 -4.78  0.461
C -0.69 -3.25 3.19  -0.782
N 0.69 -3.18 2.74  -0.073
C 1.18 -2.38 1.75  0.555
C 0.17 -1.49 1.06  -0.689
O 2.35 -2.41 1.43  -0.711
H -0.76 -3.01 4.26  0.305
H -1.10 -4.24 3.03  0.322
H -1.30 -2.55 2.63  0.210
H 1.37 -3.79 3.16  0.245
H 0.67 -0.94 0.28  -0.186
H -0.63 -2.08 0.61  0.306
H -0.27 -0.78 1.77  0.474
C -5.55 -1.90 3.87  -0.920
N -4.48 -2.77 3.41  -0.081
C -4.47 -3.59 2.33  0.861
C -5.70 -3.62 1.47  -1.361
O -3.48 -4.26 2.07  -0.614
H -5.22 -0.86 3.89  0.292
H -5.87 -2.18 4.87  0.295
H -6.40 -1.98 3.20  0.350
H -3.63 -2.79 3.95  0.190
H -5.53 -4.30 0.63  0.275
H -6.57 -3.96 2.03  0.422
H -5.91 -2.63 1.06  0.318
C -3.26 0.02 -2.38  -0.850
N -3.92 -1.24 -2.07  0.078
C -5.25 -1.51 -2.03  0.818
C -6.19 -0.37 -2.35  -1.435
O -5.66 -2.62 -1.74  -0.650
H -2.61 -0.10 -3.25  0.163
H -2.64 0.35 -1.55  0.223
H -3.99 0.78 -2.60  0.449
H -3.34 -2.03 -1.84  0.059
H -7.21 -0.75 -2.28  0.335
H -6.07 0.45 -1.66  0.364
H -6.03 0.00 -3.37  0.387
C 3.39 0.98 4.46  -0.884
N 3.99 1.60 3.29  -0.145
C 4.81 1.03 2.37  0.827
C 5.17 -0.43 2.56  -1.226
O 5.23 1.68 1.43  -0.630
H 2.30 1.02 4.40  0.269
H 3.70 1.50 5.37  0.304
H 3.69 -0.06 4.53  0.338
H 3.78 2.57 3.11  0.211
H 5.82 -0.72 1.75  0.302
H 5.69 -0.58 3.51  0.377
H 4.28 -1.06 2.54  0.251

Record 3
Computed, not measured: a gas-phase ion, C3H7N2 (charge +1), with wB97M-V/def2-TZVPD.

Computed properties:
Charge: +1
Relative energy (zero: lowest compared OMol25 entry of this formula, charge and spin): 129.7 kJ/mol

Each line ends with the Mulliken charge.
Element x y z (Å)
C 1.80 0.69 0.07  -0.412
C -0.55 0.68 -0.03  0.397
C -1.88 0.10 0.02  -1.051
N 0.55 0.02 0.09  -0.081
N 2.80 -0.11 -0.04  -0.130
H -0.45 1.75 -0.19  0.432
H -2.45 0.40 -0.87  0.335
H -2.43 0.55 0.85  0.336
H -1.88 -0.98 0.12  0.303
H 0.51 -0.99 0.25  0.359
H 3.73 0.29 -0.04  0.300
H 2.76 -1.13 -0.14  0.214

Record 4
Computed, not measured: a molecular structure, C4H10S2, with wB97M-V/def2-TZVPD.

Computed properties:
Charge: 0
Relative energy (zero: lowest compared OMol25 entry of this formula, charge and spin): 312.0 kJ/mol

Each line ends with the Mulliken charge.
Element x y z (Å)
C -2.71 -0.40 0.24  -0.737
C 0.05 -0.16 0.06  -0.046
C -0.02 1.02 -0.71  -0.958
C 2.62 -0.50 0.45  -0.918
H -3.58 -0.96 -0.16  0.313
H -2.57 0.56 -0.25  0.257
H -2.64 -0.34 1.33  0.234
H 0.04 0.27 1.17  0.335
H -0.47 1.00 -1.79  0.250
H 1.19 1.33 -1.03  0.193
H -0.60 1.92 0.00  0.241
H 2.88 0.33 -0.16  0.310
H 3.48 -1.24 0.40  0.274
H 2.33 -0.19 1.31  0.373
S -1.40 -1.37 -0.33  -0.068
S 1.39 -1.26 -0.54  -0.057

Record 5
Computed, not measured: C3H4N2O in the gas phase, with wB97M-V/def2-TZVPD.

Computed properties:
Charge: 0
Relative energy (zero: lowest compared OMol25 entry of this formula, charge and spin): 114.9 kJ/mol
SMILES string: O=C1CN=CN1

Each line ends with the Mulliken charge.
Element x y z (Å)
O 1.99 -0.48 0.93  -0.593
C 0.91 -0.18 0.49  0.405
C 0.52 0.23 -0.92  -0.246
N -0.88 0.52 -0.90  -0.434
C -1.31 0.19 0.25  -0.111
N -0.31 -0.15 1.18  -0.093
H 1.10 1.05 -1.32  0.284
H 0.61 -0.64 -1.59  0.218
H -2.27 -0.24 0.04  0.353
H -0.35 -0.30 2.18  0.216

Record 6
Computed, not measured: a molecular structure, C12H8GaI2N3O2, with wB97M-V/def2-TZVPD.

Computed properties:
Charge: 0
Relative energy (zero: lowest compared OMol25 entry of this formula, charge and spin): 0.0 kJ/mol

Each line ends with the Mulliken charge.
Element x y z (Å)
Ga -0.75 -1.09 -1.11  0.539
I -0.70 4.00 -0.49  0.068
C 0.80 2.58 -0.22  -0.464
C 2.09 2.99 0.20  -0.418
C 3.09 2.09 0.41  -0.377
I 4.97 2.78 1.01  0.088
C 2.85 0.70 0.22  0.842
C 3.78 -0.35 0.40  -0.509
C 3.40 -1.65 0.18  -0.778
C 2.09 -1.93 -0.23  -0.204
N 1.22 -0.97 -0.39  -0.169
C 1.57 0.32 -0.19  0.609
C 0.51 1.25 -0.43  0.301
O -0.66 0.78 -0.80  -0.525
H 2.27 4.04 0.35  0.326
H 4.79 -0.12 0.71  0.224
H 4.11 -2.46 0.31  0.389
H 1.74 -2.94 -0.44  0.471
N -3.24 0.00 0.67  -0.023
C -4.54 -0.26 0.90  -0.057
C -4.87 -1.36 0.14  -0.753
C -3.69 -1.71 -0.53  -0.267
N -2.72 -0.87 -0.20  -0.111
H -2.68 0.77 0.99  0.211
H -5.12 0.36 1.57  0.438
H -5.83 -1.84 0.09  0.371
H -3.45 -2.51 -1.21  0.481
O -1.00 -2.58 -1.87  -0.703

no.,largest force on an atom (eV Å⁻¹),DFT total energy (eV)
1,0.37,-22999.9841
2,0.83,-132127.0725
3,1.39,-6196.1676
4,7.48,-25977.7511
5,2.39,-8202.6948
6,0.49,-89716.6561